# C36H109N9O14

A cluster of 14 separate species, C36H109N9O14 in total at a distorted geometry (ωB97M-V/def2-TZVPD, OMol25).

Computed properties:
F_max	3.61	eV Å⁻¹
frontier orbital gap	9.08	eV
calculated total energy	-2982.83636	Eh

Structure (ORCA input):
```
! wB97M-V def2-TZVPD RIJCOSX def2/J DEFGRID3
* xyz 0 1
O 0.3023 2.3193 -1.3503
H -0.4836 2.8122 -1.5861
H -0.0235 1.4565 -1.0942
O -0.3352 3.1826 1.5341
H -0.1971 3.0668 0.5941
H -0.0496 4.0791 1.7100
O 3.1982 2.3464 -0.9829
H 2.2569 2.2765 -1.1422
H 3.2839 3.0738 -0.3667
O -2.7705 2.3059 -0.1074
H -2.2356 3.0931 -0.2099
H -2.8323 2.1794 0.8394
O -1.2012 -3.1461 -2.8615
H -0.7590 -3.8223 -3.3748
H -0.8125 -2.3244 -3.1616
C 1.0214 -2.2194 -9.3545
C -0.2425 -2.0199 -8.6189
C -0.0269 -2.1299 -7.0988
O 0.7447 -1.0487 -6.5633
C 0.9363 -1.0994 -5.1289
N -0.8884 -0.7404 -8.9645
H 1.7270 -1.4337 -9.0843
H 0.8293 -2.1855 -10.4269
H 1.5544 -3.1513 -9.1661
H -0.9899 -2.7666 -8.8873
H 0.5799 -3.0180 -6.9219
H -0.9586 -2.3221 -6.5667
H 1.0441 -2.1103 -4.7358
H 0.1181 -0.6884 -4.5374
H 1.7984 -0.4630 -4.9295
H -1.4865 -0.4377 -8.2090
H -0.2114 0.0091 -8.9727
C 2.3997 -1.2018 1.4628
C 1.3766 -0.1525 1.0987
C 0.0812 -0.7886 0.4512
O -0.5625 0.0940 -0.4845
C -1.4822 -0.4587 -1.4335
N 1.0305 0.7794 2.1219
H 3.1929 -0.5653 1.8550
H 2.9261 -1.7326 0.6695
H 2.0876 -1.8838 2.2537
H 1.7758 0.3775 0.2339
H -0.6975 -1.2407 1.0655
H 0.4881 -1.5569 -0.2064
H -0.9228 -0.8203 -2.2963
H -2.2102 0.2432 -1.8402
H -2.0491 -1.2581 -0.9562
H 0.2439 1.3880 1.9460
H 1.8315 1.3560 2.3367
C -3.2026 4.0326 -2.6351
C -1.8360 4.6235 -2.8164
C -1.9284 6.0236 -3.4031
O -2.2250 5.9105 -4.7154
C -2.5268 7.1498 -5.3935
N -1.2731 4.6108 -1.4869
H -3.8227 4.3713 -1.8050
H -3.0808 2.9539 -2.5367
H -3.8475 4.1230 -3.5091
H -1.1519 4.1410 -3.5145
H -1.0048 6.5954 -3.3135
H -2.5947 6.7428 -2.9268
H -2.4760 8.0088 -4.7245
H -3.5647 7.2599 -5.7080
H -1.9194 7.2572 -6.2922
H -0.3966 5.0560 -1.7185
H -1.6981 5.3122 -0.8974
C -3.9743 1.2135 -5.5914
C -4.1634 -0.3167 -5.4031
C -3.8326 -1.1980 -6.6610
O -4.6171 -0.6080 -7.7724
C -4.5762 -1.4962 -8.8678
N -3.2520 -0.6847 -4.2567
H -4.6474 1.6038 -6.3548
H -3.0274 1.5665 -5.9999
H -4.1010 1.7497 -4.6509
H -5.2352 -0.4826 -5.2946
H -3.8880 -2.2862 -6.6327
H -2.7624 -1.0796 -6.8303
H -5.1998 -2.3580 -8.6299
H -3.5966 -1.8641 -9.1733
H -5.0781 -0.9629 -9.6751
H -3.3615 -1.6751 -4.0923
H -3.3810 -0.2628 -3.3481
C 5.5941 0.8620 2.5355
C 4.6370 1.0542 3.6930
C 5.3140 1.2212 5.0315
O 6.1510 2.3678 4.8961
C 6.3825 3.2293 6.0490
N 3.8712 2.2685 3.3959
H 6.3250 1.6695 2.5766
H 5.1375 0.8678 1.5457
H 6.1726 -0.0540 2.6556
H 3.9735 0.1938 3.7806
H 5.8973 0.3258 5.2464
H 4.5363 1.2415 5.7950
H 5.5355 3.8849 6.2511
H 7.3251 3.7752 6.0903
H 6.3905 2.5145 6.8719
H 3.7215 2.5106 2.4269
H 4.6749 2.8361 3.6240
C -3.9454 -0.4225 4.2074
C -3.0874 -0.5305 2.9334
C -3.7899 -0.8161 1.5813
O -3.9955 -2.2306 1.4923
C -4.8446 -2.7252 0.4589
N -2.3626 0.7853 2.8193
H -4.5198 -1.3458 4.2833
H -4.7536 0.3025 4.3043
H -3.4276 -0.1321 5.1215
H -2.2535 -1.2282 3.0120
H -3.2491 -0.4126 0.7253
H -4.7330 -0.2726 1.6369
H -4.9633 -3.7944 0.6343
H -4.2182 -2.5452 -0.4147
H -5.8279 -2.2575 0.4098
H -1.6079 0.6830 3.4827
H -1.8509 0.7420 1.9496
C -1.5802 -4.5499 3.5921
C -0.7219 -4.4676 4.7977
C 0.6379 -3.8248 4.6493
O 1.1675 -3.6542 5.9620
C 2.5899 -3.7230 6.1631
N -1.5062 -3.9760 5.9286
H -1.1379 -5.0465 2.7284
H -1.9430 -3.6038 3.1904
H -2.5487 -5.0220 3.7574
H -0.5611 -5.5087 5.0774
H 0.5459 -2.8969 4.0850
H 1.2887 -4.4882 4.0796
H 3.0236 -2.7693 5.8625
H 3.1192 -4.5519 5.6931
H 2.7760 -3.7788 7.2357
H -0.8076 -3.8420 6.6456
H -1.8929 -3.0611 5.7456
C -2.4627 -0.4065 8.4982
C -1.8145 0.9891 8.4849
C -0.9742 1.2871 7.2226
O 0.0765 0.3774 6.9187
C 0.9848 0.8171 5.8609
N -2.7148 2.0705 8.7922
H -1.6889 -1.1666 8.3905
H -3.2541 -0.4283 7.7490
H -3.0800 -0.5342 9.3874
H -1.1091 1.0886 9.3099
H -0.7219 2.3437 7.3126
H -1.7349 1.3606 6.4455
H 0.3818 0.9394 4.9611
H 1.6480 -0.0436 5.7747
H 1.5724 1.6864 6.1561
H -3.1584 1.8209 9.6646
H -3.4741 2.1635 8.1328
C 6.1811 -1.3333 -0.1317
C 6.0340 -1.4809 -1.7369
C 4.5684 -1.9230 -2.1777
O 4.4557 -3.2720 -1.7609
C 3.0703 -3.6969 -1.8058
N 6.2619 -0.1642 -2.3425
H 5.9917 -2.3385 0.2449
H 5.3734 -0.7524 0.3136
H 7.1097 -0.9383 0.2801
H 6.8462 -2.0779 -2.1516
H 4.5303 -1.9237 -3.2671
H 3.8025 -1.2841 -1.7379
H 2.7123 -3.9316 -2.8082
H 2.4294 -3.0049 -1.2594
H 3.1355 -4.6553 -1.2908
H 5.9736 -0.1898 -3.3102
H 7.2324 0.1154 -2.3364
*
```

These are the Mulliken partial charges, in e, on atoms 1 to 6: atom 1 (O): -0.69, atom 2 (H): 0.14, atom 3 (H): 0.35, atom 4 (O): -0.61, atom 5 (H): 0.17, atom 6 (H): 0.27